The following is a quantum chemistry calculation of the molecule C19H19N3O, from the OMol25 dataset.

Geometry (Å):
O: -3.590082 -2.274473 -1.018772
C: -4.121228 -1.172169 -0.417952
C: -5.437600 -1.219006 0.010835
C: -6.030009 -0.098955 0.566542
C: -5.309010 1.074969 0.677446
C: -3.984366 1.120700 0.276474
C: -3.358171 -0.002625 -0.249752
N: -2.021049 -0.045302 -0.701510
C: -1.379725 1.182066 -1.121603
H: -2.124959 1.833560 -1.580625
C: -0.639047 1.922095 0.011106
N: 0.274856 1.019917 0.671542
C: 1.584233 0.869106 0.304583
N: 2.141330 -0.296841 0.568505
C: 3.446440 -0.490067 0.307769
C: 4.017495 -1.745622 0.599677
C: 5.338737 -1.980763 0.333903
C: 6.146709 -0.982540 -0.229311
C: 5.619364 0.246482 -0.523055
C: 4.266237 0.518580 -0.263300
C: 3.650833 1.763579 -0.530897
C: 2.332007 1.947664 -0.253108
H: 1.870466 2.905111 -0.434927
H: 4.243361 2.565466 -0.950905
H: 6.233773 1.023619 -0.956969
H: 7.187610 -1.190898 -0.428926
H: 5.772174 -2.944891 0.558292
H: 3.384235 -2.504622 1.032421
C: -0.429547 -0.134555 1.191367
H: 0.290429 -0.775577 1.697296
C: -1.104811 -0.899439 0.046026
H: -1.641662 -1.757323 0.451363
H: -0.324282 -1.251307 -0.638550
H: -1.185575 0.217610 1.901035
H: -0.118032 2.782937 -0.403341
H: -1.348588 2.280225 0.764008
H: -0.637920 0.910735 -1.884576
H: -3.441034 2.047384 0.377455
H: -5.770825 1.960896 1.086845
H: -7.057448 -0.141379 0.893584
H: -5.987045 -2.137270 -0.123009
H: -2.766257 -2.012686 -1.452237

Cartesian forces (eV/Å) of the 2 atoms listed first:
-0.1 0.0 0.1
0.0 0.1 0.0

The relative energy (zero: lowest compared OMol25 entry of this formula, charge and spin) is 1.281 eV. The value obtained for the HOMO-LUMO gap is 8.115 eV. As for the SMILES: Oc1ccccc1N1CCN(c2ccc3ccccc3n2)CC1. For the HOMO energy, the calculation gives -7.6 eV. For the total energy, the calculation gives -26529.58403 eV.